i) Entry from the OMol25 dataset: 2 unconnected molecules or ions with the total composition C3H3BrO (the ωB97M-V functional and the def2-TZVPD basis).

Each line ends with the Löwdin charge.
Positions of all 8 atoms, in Å:
C -1.224 -1.056 0.837  0.106
C -1.119 -0.015 0.250  -0.103
C -0.738 1.129 -0.611  -0.340
O -0.804 2.311 -0.438  0.069
H -1.628 -1.959 1.280  0.053
H -0.411 0.776 -1.615  0.117
Br 2.260 -0.513 0.016  0.363
H 3.665 -0.673 0.281  -0.265

## Properties
Frontier orbital gap, eV: 10.492
HOMO energy, eV: -10.6
SMILES: C#CC=O.Br



ii) Entry from the OMol25 dataset: a single C3H3BrO molecule (the ωB97M-V functional and the def2-TZVPD basis).

Each line ends with the Löwdin charge.
Positions of all 8 atoms, in Å:
C 0.636 -0.515 1.029  -0.010
C 0.519 0.307 0.007  -0.163
C -0.876 0.078 -0.825  -0.825
O -1.687 -0.752 -0.695  0.034
Br -1.283 1.642 -1.886  0.676
H 1.561 -0.458 1.723  0.095
H 0.025 -1.468 1.111  0.098
H 1.104 1.166 -0.464  0.096

## Properties
Frontier orbital gap, eV: 10.479
HOMO energy, eV: -10.4
SMILES: C=CC(=O)Br



iii) Entry from the OMol25 dataset: a single C3H3BrO molecule (the ωB97M-V functional and the def2-TZVPD basis).

Each line ends with the Löwdin charge.
Positions of all 8 atoms, in Å:
C -0.150 0.509 0.399  -0.670
C -0.801 1.797 -0.110  0.118
C 0.358 -0.534 -0.556  -0.148
O -1.526 0.835 0.330  -0.007
Br 0.651 -0.214 2.314  0.483
H 0.317 -1.522 -0.096  0.054
H 1.392 -0.319 -0.812  0.084
H -0.241 -0.552 -1.467  0.086

## Properties
Frontier orbital gap, eV: 9.481
HOMO energy, eV: -10.2



Stability summary: most stable ii), least stable iii).



i) Entry from the OMol25 dataset: a single C6H12N2OS molecule (the ωB97M-V functional and the def2-TZVPD basis).

Each line ends with the Löwdin charge.
Positions of all 22 atoms, in Å:
C -1.394 1.933 0.230  -0.105
O -0.100 2.164 0.705  -0.117
C 0.771 1.082 0.679  -0.324
C 1.095 0.486 -0.696  -0.063
C 0.615 -0.959 -0.947  -0.365
C -0.823 -1.019 -1.430  -0.062
N 0.865 -1.727 0.239  0.025
C 0.517 -1.311 1.490  -0.944
S 0.336 -2.356 2.752  0.579
N 0.304 0.002 1.575  0.056
H -1.403 1.666 -0.814  0.063
H -1.860 1.016 0.722  0.103
H -2.064 2.798 0.393  0.102
H 1.667 1.451 1.204  0.160
H 0.820 1.173 -1.499  0.128
H 2.173 0.451 -0.672  0.114
H 1.158 -1.306 -1.823  0.139
H -1.466 -0.714 -0.630  0.048
H -0.970 -0.324 -2.318  0.101
H -1.165 -2.048 -1.769  0.101
H 1.063 -2.722 0.165  0.130
H -0.139 0.262 2.444  0.128

## Properties
Frontier orbital gap, eV: 8.763
HOMO energy, eV: -8.1
SMILES: CO[C@@H]1C[C@H](C)NC(=S)N1



ii) Entry from the OMol25 dataset: a single C6H12N2OS molecule (the ωB97M-V functional and the def2-TZVPD basis).

Each line ends with the Löwdin charge.
Positions of all 22 atoms, in Å:
C -0.360 -0.133 -0.564  -0.372
C -0.052 -3.080 1.384  -0.208
C 0.882 0.728 -0.073  -0.903
C -1.590 0.791 -0.884  -0.035
C 0.523 1.765 1.046  -0.117
C 1.350 1.378 -1.426  -0.119
N -0.650 -0.965 0.571  0.010
N 0.132 -1.871 0.942  -0.062
O -1.177 -3.798 1.387  0.072
S 2.163 -0.321 0.498  0.742
H 0.182 -0.592 -1.352  0.106
H 0.880 -3.656 1.522  0.141
H -1.490 1.430 -1.668  0.021
H -2.051 1.124 0.089  0.098
H -2.364 0.024 -1.320  0.109
H 0.012 1.279 1.973  0.112
H -0.247 2.402 0.647  0.055
H 1.248 2.335 1.469  0.024
H 2.179 2.174 -1.414  0.107
H 0.529 1.783 -2.004  0.057
H 1.810 0.473 -1.885  0.056
H -1.910 -3.269 1.062  0.107

## Properties
Frontier orbital gap (alpha / beta), eV: 7.766 / 7.150
HOMO energy (alpha / beta), eV: -8.3 / -8.1



Stability summary: most stable i), least stable ii).



i) Entry from the OMol25 dataset: a gas-phase ion, H4N2O2P (charge -1) (the ωB97M-V functional and the def2-TZVPD basis).

Each line ends with the Löwdin charge.
Positions of all 9 atoms, in Å:
N -0.554 -0.542 0.829  -0.114
N -0.626 0.190 -0.423  -0.335
P 0.576 1.240 -0.772  0.484
O 1.492 1.466 1.081  -0.745
O 0.104 2.439 -1.450  -0.457
H 0.270 -1.163 0.616  0.054
H -0.189 0.127 1.574  0.042
H -1.659 0.255 -0.535  0.090
H 1.452 0.496 -1.610  -0.019

## Properties
Frontier orbital gap, eV: 8.222
HOMO energy, eV: -3.6
SMILES: NN[P@H](=O)[O-]
Total charge: -1



ii) Entry from the OMol25 dataset: a molecular structure, H4N2O2P (the ωB97M-V functional and the def2-TZVPD basis).

Each line ends with the Löwdin charge.
Positions of all 9 atoms, in Å:
N -0.866 1.008 -0.114  -0.195
N 0.149 -1.417 -0.113  -0.175
O 0.819 0.281 1.673  -0.396
O 1.734 0.557 -0.795  -0.402
P 0.884 -0.066 0.265  0.131
H -1.393 1.493 -0.868  -0.074
H -0.927 1.566 0.718  -0.102
H 0.208 -1.131 -1.101  0.014
H -0.608 -2.291 0.333  0.198

## Properties
Frontier orbital gap, eV: 7.091
HOMO energy, eV: -2.8
Total charge: -1



Stability summary: most stable ii), least stable i).